Record 1
{"formula": "C14H14N3O2SbSe4SnTe", "method": "the ωB97M-V functional and the def2-TZVPD basis", "symbols": ["Te", "Sb", "Sn", "Se", "Se", "Se", "Se", "O", "O", "N", "N", "N", "C", "C", "C", "C", "C", "C", "C", "C", "C", "C", "C", "C", "C", "C", "H", "H", "H", "H", "H", "H", "H", "H", "H", "H", "H", "H", "H", "H"], "positions_angstrom": [[-1.470770, 3.166361, -0.659526], [2.125596, -5.042010, 0.124952], [-0.016127, -0.443572, -0.080982], [1.375364, -6.547017, 1.737715], [0.889357, -2.783133, 0.170001], [4.408996, -4.460193, -0.620863], [2.793104, -5.332965, -2.232635], [-0.265012, 3.158544, 1.471207], [0.462442, 2.761807, -1.035334], [1.345079, 1.655815, 0.819459], [1.930458, 0.137305, -1.496340], [-0.001395, -0.142298, 2.322039], [0.347282, 2.101586, 1.646196], [2.654317, -0.683965, -2.256815], [0.044488, 1.134714, 2.742069], [-1.846608, 2.256728, -2.540953], [-2.778031, 1.941746, 0.493288], [3.536180, 1.887585, -1.815935], [3.837976, -0.263052, -2.842952], [1.375452, 2.071607, -0.408496], [4.283711, 1.029043, -2.618607], [-0.181067, -1.110623, 3.215976], [-0.284790, 0.484232, 4.996689], [2.374271, 1.382452, -1.286330], [-0.113349, 1.501698, 4.059869], [-0.311192, -0.831122, 4.571256], [-2.337216, 1.704146, 1.455002], [-2.588191, 1.469289, -2.430943], [-0.386042, 0.723374, 6.046472], [-0.429249, -1.643824, 5.273830], [-0.077718, 2.543425, 4.347304], [-3.058965, 1.053824, -0.064568], [-3.625456, 2.618161, 0.633808], [5.208301, 1.372598, -3.062136], [-0.211664, -2.121358, 2.824958], [-0.908480, 1.866016, -2.924955], [3.859681, 2.896872, -1.604509], [-2.214245, 3.047280, -3.193260], [4.403392, -0.948683, -3.457579], [2.277291, -1.694092, -2.369101]], "forces_ev_per_a": [[-0.31, 0.76, -0.20], [0.04, 0.10, 0.04], [0.45, -1.47, -0.24], [-0.04, 0.09, -0.02], [-0.66, 0.38, 0.24], [0.21, 0.06, 0.01], [-0.04, -0.04, -0.20], [-0.03, -0.08, 0.44], [0.38, -0.28, -0.16], [-0.09, 0.12, -0.15], [0.19, -0.01, 0.15], [0.25, 0.05, 0.11], [-0.06, 0.16, 0.16], [-0.06, 0.00, 0.06], [0.00, -0.03, 0.08], [-0.12, 0.07, 0.14], [0.24, -0.13, -0.14], [-0.04, 0.03, 0.00], [0.03, 0.03, -0.03], [0.02, 0.04, 0.05], [0.00, -0.04, -0.01], [-0.08, 0.05, -0.10], [0.00, -0.04, 0.01], [-0.17, 0.09, -0.26], [-0.07, 0.03, -0.07], [-0.01, 0.03, 0.06], [-0.04, 0.04, 0.02], [0.00, 0.00, 0.01], [-0.01, 0.01, 0.00], [-0.01, 0.00, 0.00], [0.01, 0.01, 0.00], [0.00, 0.01, -0.01], [-0.03, -0.02, 0.00], [0.01, 0.00, 0.02], [0.02, 0.00, 0.03], [0.01, 0.01, 0.01], [-0.01, 0.02, -0.02], [-0.01, -0.03, -0.04], [0.00, 0.00, 0.00], [0.02, -0.01, 0.00]], "nbo_charge": [1.7209, 1.0800, 1.1048, -0.3128, -0.8879, -0.1503, -0.1321, -0.6174, -0.7023, -0.6017, -0.5144, -0.5186, 0.6862, 0.0837, 0.0646, -0.9256, -0.8884, -0.2030, -0.2136, 0.6902, -0.1048, 0.0788, -0.1136, 0.1157, -0.1789, -0.1983, 0.2630, 0.2590, 0.2570, 0.2603, 0.2583, 0.2580, 0.2764, 0.2547, 0.2494, 0.2727, 0.2547, 0.2748, 0.2567, 0.2438], "total_energy_ev": -304341.2860, "gap_ev": 5.17, "total_charge": 2, "e_lumo_ha": -0.2865}

Record 2
{"formula": "C30H64O9", "method": "the ωB97M-V functional and the def2-TZVPD basis", "symbols": ["O", "O", "O", "O", "O", "O", "O", "O", "O", "C", "C", "C", "C", "C", "C", "C", "C", "C", "C", "C", "C", "C", "C", "C", "C", "C", "C", "C", "C", "C", "C", "C", "C", "C", "C", "C", "C", "C", "C", "H", "H", "H", "H", "H", "H", "H", "H", "H", "H", "H", "H", "H", "H", "H", "H", "H", "H", "H", "H", "H", "H", "H", "H", "H", "H", "H", "H", "H", "H", "H", "H", "H", "H", "H", "H", "H", "H", "H", "H", "H", "H", "H", "H", "H", "H", "H", "H", "H", "H", "H", "H", "H", "H", "H", "H", "H", "H", "H", "H", "H", "H", "H", "H"], "positions_angstrom": [[-2.875161, -1.568169, 0.380486], [-3.337484, -1.753866, 4.224260], [0.255104, -0.924420, -0.018981], [2.550041, -4.579004, 2.413571], [-1.172913, 4.976670, -2.348579], [1.133658, 1.589234, 5.401732], [-4.140059, 0.625745, -3.028299], [0.957892, 1.145629, -5.108799], [0.760652, -2.977978, -4.093697], [-2.133701, 4.338386, -1.514043], [-0.111850, -3.876385, -3.479230], [1.880894, 1.550142, 4.191356], [-1.916857, -1.831022, 4.058778], [-1.295802, 3.529661, -0.551591], [1.776976, -3.642951, -2.041312], [2.845259, 2.157815, -4.084724], [-2.845716, -1.043439, -4.068218], [-1.438778, -0.496618, 3.411362], [1.689505, -2.521568, -3.127041], [0.850801, 0.259690, 0.475410], [-3.463016, -0.606686, -2.763755], [0.506745, 1.777522, -3.904601], [3.279748, -3.111052, 4.010741], [1.170791, 2.886828, 6.025504], [0.063210, 5.151934, -1.640501], [1.809841, 3.788367, 5.012002], [1.790714, 1.660764, -3.082779], [-0.045625, 4.342548, -0.309282], [-2.612138, 0.406405, 3.761374], [-2.456826, -2.941366, 0.355523], [2.307973, 1.548436, -5.389676], [-3.802122, -0.545611, 3.613360], [-3.502048, 1.223776, -4.144965], [-3.116286, 0.085328, -5.056864], [2.756973, -3.360157, 1.687717], [0.692516, -4.675895, -2.473453], [2.722001, 2.849010, 4.235366], [2.791198, -2.297693, 2.818801], [2.460684, -4.370788, 3.844026], [3.501396, -1.486978, 2.641216], [-1.388516, -3.082850, 0.474783], [2.360301, 4.613159, 5.465946], [0.311020, 6.198347, -1.474684], [-2.697236, 1.175498, 2.981023], [2.444157, 0.619212, 4.254329], [3.863724, 1.844018, -3.846216], [1.816230, 2.187263, -2.124237], [0.097826, -4.927617, -1.597753], [3.723072, -3.357325, 1.187355], [1.149468, -5.550600, -2.932676], [-0.983746, 2.667353, -1.162512], [-1.269773, -0.678626, 2.352282], [1.549701, -3.318437, -1.033836], [-0.092197, 5.055458, 0.514008], [-2.767849, -3.427247, -0.578319], [-1.757140, -1.029187, -3.928274], [-4.005156, -0.109446, -5.668309], [-3.809239, -1.597593, 0.151590], [4.336337, -3.382709, 3.942072], [0.215888, 0.676114, 1.272035], [-2.752583, 5.098547, -1.018733], [-0.616908, -0.728933, -0.380522], [-4.201341, 1.942896, -4.579030], [-2.410640, 0.973046, 4.668026], [-3.043160, -3.480130, 1.107216], [0.865197, 3.750664, -0.242383], [2.047938, 0.622577, -2.875673], [-2.652051, 1.856051, -3.834696], [0.146618, 3.177529, 6.260420], [1.901329, -3.125880, 1.059531], [2.996160, 3.222378, 3.247556], [-2.829871, 3.729553, -2.089300], [0.960188, 0.998383, -0.317823], [3.213960, -2.596420, 4.972976], [2.631194, -2.273701, -3.612464], [-1.545979, -1.983415, 5.074171], [-4.171754, -1.360086, -2.400877], [1.314256, 1.598115, 3.253285], [0.124867, 2.788900, -4.058779], [1.797280, -1.893956, 3.016948], [-0.267900, 1.172134, -3.431974], [0.871568, 4.689818, -2.209373], [-0.690003, -4.458513, -4.196949], [1.317905, -1.601560, -2.658710], [-4.675746, -0.130493, 4.114156], [3.666122, 2.596575, 4.722799], [-1.704912, 3.025089, 0.324585], [-3.133288, -2.046511, -4.372846], [2.865226, 0.676486, -5.719198], [1.024280, 4.215388, 4.386714], [1.420476, -4.259632, 4.148675], [2.999964, -5.235266, 4.223659], [2.756372, -4.102053, -2.161966], [2.932471, 3.245295, -4.127410], [2.201653, 2.328711, -6.146406], [-2.314407, 0.268256, -5.769014], [-0.894519, -3.347577, -2.904675], [-4.022926, -0.759746, 2.567246], [1.712409, 2.812175, 6.969728], [-0.494506, -0.242005, 3.894491], [1.740024, 0.063591, 1.074554], [-2.776961, -0.432073, -1.927581], [-1.693034, -2.651185, 3.368837]], "forces_ev_per_a": [[0.63, -0.32, -0.16], [-0.55, 0.23, -0.12], [0.47, -0.52, -0.05], [-0.38, -0.42, -0.58], [0.20, 0.06, -0.14], [-0.66, -0.14, 0.00], [-0.18, -0.18, 0.03], [-0.78, -0.13, -0.09], [0.28, 0.04, -0.78], [-0.36, 0.71, 0.76], [-1.20, -0.01, 0.88], [0.63, 1.03, 0.30], [-0.33, 0.21, -0.39], [0.64, -1.70, -0.38], [0.04, -0.40, -1.38], [0.36, -0.07, 0.21], [1.88, 0.07, -0.05], [0.10, -1.32, 1.26], [-0.64, 0.02, 1.11], [-1.19, 0.37, 0.98], [-0.79, 0.22, 0.61], [1.16, -1.29, 0.39], [-0.04, 0.15, 0.63], [-0.40, -0.69, -0.04], [-0.08, -0.98, 0.40], [0.51, 0.53, 0.06], [0.65, 1.04, 0.31], [0.27, 1.20, -0.81], [0.45, 0.94, -2.28], [-1.39, -0.52, -0.20], [-0.82, 0.91, 0.36], [0.85, 0.23, 1.03], [0.16, 1.13, 0.20], [-1.21, -0.23, -0.67], [-0.42, 0.94, 2.12], [0.55, 0.57, 0.05], [0.33, -0.90, -0.40], [0.90, 0.10, -0.04], [1.17, 0.07, -1.24], [-0.27, 0.15, -0.31], [0.05, 0.46, 0.23], [-0.06, 0.02, 0.01], [-0.25, 0.16, -0.08], [-0.05, 0.07, 0.10], [0.21, 0.10, -0.41], [-0.13, -0.34, 0.01], [-0.11, 0.18, -0.14], [-0.07, -0.42, -0.17], [-0.14, -0.32, -0.40], [-0.10, -0.11, 0.14], [0.12, 0.00, 0.03], [-0.23, 0.31, -0.09], [0.42, 0.34, 0.00], [-0.18, -0.29, 0.25], [0.31, 0.22, -0.21], [-0.05, -0.48, -0.08], [0.08, -0.27, 0.06], [0.01, 0.28, 0.00], [0.01, 0.08, -0.40], [-0.27, 0.30, -0.34], [0.12, 0.05, 0.14], [-0.02, 0.12, 0.17], [-0.12, -0.27, -0.09], [-0.61, -0.54, 0.49], [0.53, -0.10, 0.34], [-0.11, -0.17, 0.44], [-0.51, -0.19, 0.02], [0.16, -0.40, 0.15], [-0.04, 0.02, 0.01], [0.19, -0.32, -0.47], [-0.19, -0.03, -0.04], [0.27, -0.06, -0.30], [0.47, 0.07, 0.11], [-0.47, -0.04, -0.06], [0.03, -0.25, -0.11], [0.47, -0.18, -0.26], [-0.26, 0.31, -0.03], [-0.64, -0.38, 0.37], [0.21, 0.17, -0.01], [-0.01, 0.06, -0.03], [-0.24, -0.09, -0.40], [-0.08, 0.21, -0.44], [0.49, -0.05, -0.36], [-0.09, 0.03, -0.05], [-0.18, -0.48, 0.13], [-0.07, 0.46, 0.40], [-0.52, 0.66, 0.09], [-0.11, 0.11, -0.17], [-0.02, 0.03, -0.21], [0.16, -0.03, -0.26], [-0.01, -0.22, 0.22], [-0.60, -0.14, 0.59], [0.08, -0.02, 0.69], [-0.46, 0.05, -0.07], [0.60, -0.24, -0.34], [0.23, 0.14, 0.30], [0.12, 0.32, -0.05], [0.01, 0.34, -0.13], [0.21, -0.02, -0.04], [-0.02, 0.40, -0.16], [0.45, -0.41, -0.83], [0.34, -0.13, -0.30], [0.15, -0.23, 0.43]], "mulliken_charge": [-0.4609, -0.5011, 0.0798, -0.4614, -0.4373, -0.4459, -0.5041, -0.4687, -0.4944, -0.5022, 0.0667, 0.3138, -0.5174, 0.3858, 0.6329, -0.9018, -0.0044, 1.1741, -0.0626, -0.1341, 0.1122, 0.3463, -0.7341, -0.4496, -0.1975, -0.4884, 0.2189, -0.5891, -0.7312, -0.7139, -0.4766, -0.1233, 0.0221, -0.7380, 0.3074, -0.7773, -0.6191, 0.1020, -0.3649, 0.3995, 0.0815, 0.3788, 0.3062, 0.1959, 0.1414, 0.3786, 0.0981, 0.3526, 0.2553, 0.2757, -0.4203, -0.6283, -0.7886, 0.3147, 0.3860, -0.1380, 0.2660, 0.2402, 0.3074, 0.0775, 0.3284, -0.1311, 0.4400, 0.3534, 0.4170, 0.2145, 0.0112, -0.2386, 0.2643, -0.5149, 0.3797, 0.1965, -0.2516, 0.3583, 0.3876, 0.3491, 0.1893, -0.1945, 0.2731, -0.2393, -0.3680, 0.0274, 0.4475, -0.2731, 0.3856, 0.2910, 0.3881, 0.4318, 0.3255, 0.1932, 0.2342, 0.3072, 0.5107, 0.2773, 0.2774, 0.3616, -0.2400, -0.0637, 0.2437, -0.1240, 0.3582, -0.1590, 0.2323], "total_energy_ev": -50570.0840, "gap_ev": 9.86, "smiles": "C1CCOC1.C1CCOC1.C1CCOC1.C1CCOC1.C1CCOC1.C1CCOC1.C1CCOC1.CO.CO", "e_lumo_ha": 0.0181}